Entry 1:
# C5H11N

A single C5H11N molecule (the ωB97M-V functional and the def2-TZVPD basis, the OMol25 dataset).

CARTESIAN COORDINATES (ANGSTROEM)
C (2.454804, 0.167373, 0.282350)
C (1.035711, -0.365236, 0.118807)
C (0.006736, 0.713957, -0.214706)
N (-1.345014, 0.122377, -0.172280)
C (-1.969249, -0.079871, 1.004951)
C (-1.883612, -0.416598, -1.268000)
H (2.824377, 0.635656, -0.637129)
H (3.141820, -0.645871, 0.538610)
H (2.510006, 0.910221, 1.086373)
H (1.007423, -1.130749, -0.667347)
H (0.698970, -0.843640, 1.044964)
H (0.174418, 1.147409, -1.207302)
H (0.052986, 1.525755, 0.521662)
H (-2.465827, -1.032365, 1.112339)
H (-2.078385, 0.704472, 1.744441)
H (-1.261241, -0.903796, -2.010586)
H (-2.960234, -0.510188, -1.284357)

Atoms 1-3, force components in eV/Å:
C 0.1 0.0 0.0
C 0.0 -0.1 0.0
C 0.1 0.1 0.0

As for the total charge: 0. As for the energy relative to the best compared isomer or geometry (same formula, charge and spin): 273.05 kJ/mol. The value obtained for the HOMO energy (spin up / spin down) is -6.87 / -6.85 eV. As for the multiplicity: 1. The LUMO energy (spin up / spin down) comes out at 0.93 / 0.93 eV. The calculation puts the HOMO-LUMO gap (spin up / spin down) at 0.2868 / 0.2861 Ha.

***

Entry 2:
# C5H11N

A molecular structure, C5H11N (the ωB97M-V functional and the def2-TZVPD basis, the OMol25 dataset).

CARTESIAN COORDINATES (ANGSTROEM)
C (-0.338989, 1.427806, -1.120660)
C (0.924778, 1.014356, 0.956069)
N (-0.925225, -1.395360, -1.218716)
C (-0.426703, -0.865173, -0.131092)
C (0.575376, 0.348206, -0.438263)
C (-0.078827, -1.710051, 0.998554)
H (-1.103871, 1.774999, -0.449022)
H (0.204604, 2.171447, -1.699680)
H (-0.762817, 0.761983, -1.872488)
H (0.027232, 1.578183, 1.147281)
H (1.635636, 1.768646, 0.618982)
H (-0.707878, -2.380036, -1.348691)
H (-1.151436, -0.920186, 0.987243)
H (1.032483, -0.165275, -1.272513)
H (-0.713171, -2.532898, 1.313822)
H (1.406564, 0.372138, 1.675718)
H (0.402250, -1.248781, 1.853453)

Atoms 1-3, force components in eV/Å:
C 1.0 -2.1 -1.3
C 2.0 0.0 -3.3
N 0.0 1.0 -0.6

As for the total charge: 0. As for the energy relative to the best compared isomer or geometry (same formula, charge and spin): 501.26 kJ/mol. The value obtained for the HOMO energy is -8.37 eV. As for the multiplicity: 1. The LUMO energy comes out at 0.40 eV. The calculation puts the HOMO-LUMO gap at 0.3223 Ha.

***

Entry 3:
# C5H11N

A single C5H11N molecule (the ωB97M-V functional and the def2-TZVPD basis, the OMol25 dataset).

CARTESIAN COORDINATES (ANGSTROEM)
C (-1.004469, -1.812591, -0.670379)
C (-0.421724, -0.452283, -0.878738)
C (0.369801, 1.382548, 0.252949)
C (-0.915848, 1.800989, 0.885266)
N (0.572777, 0.127974, -0.172349)
C (1.869548, -0.510069, 0.062468)
H (-0.376531, -2.466191, -0.058479)
H (-1.210312, -2.331174, -1.616745)
H (-1.978302, -1.734712, -0.160534)
H (-0.976950, 0.247879, -1.488952)
H (1.225622, 2.050426, 0.250889)
H (-0.708691, 2.446793, 1.752165)
H (-1.629307, 2.344945, 0.251709)
H (-1.433889, 0.901774, 1.248709)
H (1.828024, -1.562561, -0.222696)
H (2.153275, -0.414202, 1.113627)
H (2.636976, -0.019542, -0.548911)

Atoms 1-3, force components in eV/Å:
C 0.0 -0.2 0.0
C -0.2 -0.1 -0.3
C 0.3 0.3 0.2

As for the total charge: 0. As for the energy relative to the best compared isomer or geometry (same formula, charge and spin): 280.94 kJ/mol. The value obtained for the HOMO energy (spin up / spin down) is -6.39 / -6.37 eV. As for the multiplicity: 1. The LUMO energy (spin up / spin down) comes out at 1.01 / 0.96 eV. The calculation puts the HOMO-LUMO gap (spin up / spin down) at 0.2720 / 0.2696 Ha.

***

Entry 4:
# C5H11N

A single C5H11N molecule (the ωB97M-V functional and the def2-TZVPD basis, the OMol25 dataset).

CARTESIAN COORDINATES (ANGSTROEM)
C (0.017315, 1.002428, 1.818468)
C (-0.027974, 0.331769, 0.623504)
C (-0.533484, -1.040131, 0.507434)
C (-1.506635, -1.203730, -0.694870)
N (0.566870, 0.918853, -0.482600)
C (1.474553, 0.215091, -1.398745)
H (0.830320, 1.677158, 2.035669)
H (-0.852545, 0.789192, 2.431043)
H (0.290156, -1.652855, 0.109055)
H (-0.980988, -1.285430, 1.462703)
H (-2.090440, -0.279141, -0.866124)
H (-1.060853, -1.273013, -1.687565)
H (-2.290459, -1.957959, -0.600130)
H (0.870423, 1.861557, -0.304791)
H (2.299752, -0.358238, -0.947425)
H (1.891050, 1.013623, -2.009030)
H (0.960700, -0.531699, -2.000759)

Atoms 1-3, force components in eV/Å:
C -0.9 -1.3 -1.4
C 1.6 1.7 1.2
C -1.1 -0.2 -2.5

As for the total charge: 0. As for the energy relative to the best compared isomer or geometry (same formula, charge and spin): 157.54 kJ/mol. The value obtained for the HOMO energy is -7.77 eV. As for the multiplicity: 1. The LUMO energy comes out at 1.02 eV. The calculation puts the HOMO-LUMO gap at 0.3232 Ha. The SMILES is C=C(CC)NC.

***

Entry 5:
# C5H11N

2 unconnected molecules or ions with the total composition C5H11N (the ωB97M-V functional and the def2-TZVPD basis, the OMol25 dataset).

CARTESIAN COORDINATES (ANGSTROEM)
C (-1.876058, 1.056314, -0.205727)
C (-1.520669, -0.427159, -0.236291)
N (-0.167615, -0.721947, 0.245636)
C (0.040722, -1.470757, 1.492317)
C (0.268580, -0.212616, 1.562475)
H (-2.676907, 1.268540, -0.923064)
H (-2.223530, 1.385130, 0.780215)
H (-1.009471, 1.668739, -0.483069)
H (-2.300561, -1.021009, 0.257413)
H (-1.481427, -0.758529, -1.277470)
H (0.205263, -2.502107, 1.753564)
H (0.747254, 0.674350, 1.945596)
C (2.408896, 0.213818, -0.982203)
H (1.986081, -0.703393, -0.570769)
H (3.068655, 0.689753, -0.250758)
H (1.567934, 0.873588, -1.211693)
H (2.962845, -0.012709, -1.896177)

Atoms 1-3, force components in eV/Å:
C 0.0 0.1 0.0
C -0.2 0.0 -0.1
N 0.2 0.1 -0.6

As for the total charge: 0. As for the energy relative to the best compared isomer or geometry (same formula, charge and spin): 400.73 kJ/mol. The value obtained for the HOMO energy is -7.91 eV. As for the multiplicity: 1. The LUMO energy comes out at 1.16 eV. The calculation puts the HOMO-LUMO gap at 0.3331 Ha. The SMILES is CCN1C=C1.C.

***

Entry 6:
# C5H11N

A single C5H11N molecule (the ωB97M-V functional and the def2-TZVPD basis, the OMol25 dataset).

CARTESIAN COORDINATES (ANGSTROEM)
C (-2.298045, -0.724385, -0.488764)
N (-2.213705, 0.313671, 0.497460)
C (-0.953553, 1.036551, 0.361045)
C (0.323527, 0.268471, 0.770256)
C (1.763152, 0.481113, 0.106443)
C (2.404406, -0.782880, -0.222653)
H (-2.465416, -0.290120, -1.475019)
H (-3.120383, -1.346621, -0.275139)
H (-1.390437, -1.444603, -0.602172)
H (-0.809250, 1.400668, -0.691697)
H (-1.077850, 1.945092, 0.925947)
H (0.094441, -0.769501, 0.477409)
H (0.419051, 0.211436, 1.909210)
H (2.765315, -0.956295, -1.222965)
H (2.056541, 1.535985, 0.282959)
H (3.154848, -1.053124, 0.489363)
H (1.347362, 0.174550, -0.841689)

Atoms 1-3, force components in eV/Å:
C 1.4 -0.4 0.0
N 3.1 -0.1 -0.2
C -2.1 1.1 -1.6

As for the total charge: 0. As for the energy relative to the best compared isomer or geometry (same formula, charge and spin): 867.39 kJ/mol. The value obtained for the HOMO energy is -6.87 eV. As for the multiplicity: 1. The LUMO energy comes out at -2.92 eV. The calculation puts the HOMO-LUMO gap at 0.1451 Ha.

***

Entry 7:
# C5H11N

2 unconnected molecules or ions with the total composition C5H11N (the ωB97M-V functional and the def2-TZVPD basis, the OMol25 dataset).

CARTESIAN COORDINATES (ANGSTROEM)
C (2.044566, -0.848147, -0.120491)
C (1.211151, 0.124828, -0.946171)
N (0.872417, 1.287140, -0.117807)
C (-0.506018, 1.866864, -0.177608)
C (-0.201271, 1.163068, 0.851792)
H (2.550946, -1.569837, -0.766035)
H (2.807311, -0.304424, 0.447085)
H (1.428685, -1.416079, 0.587666)
H (1.832609, 0.546656, -1.742432)
H (0.364440, -0.408818, -1.423550)
H (-0.945045, 2.759299, -0.602166)
H (-0.287798, 0.762706, 1.854310)
C (-2.233505, -0.787112, 0.429417)
H (-2.024751, 0.148092, -0.092257)
H (-2.503719, -0.598882, 1.473961)
H (-1.352066, -1.439221, 0.411974)
H (-3.057952, -1.286133, -0.067687)

Atoms 1-3, force components in eV/Å:
C 0.0 -0.1 0.0
C 0.1 -0.1 -0.2
N 0.6 0.2 0.1

As for the total charge: 0. As for the energy relative to the best compared isomer or geometry (same formula, charge and spin): 416.73 kJ/mol. The value obtained for the HOMO energy is -7.90 eV. As for the multiplicity: 1. The LUMO energy comes out at 1.07 eV. The calculation puts the HOMO-LUMO gap at 0.3298 Ha. The SMILES is CCN1C=C1.C.

***

Entry 8:
# C5H11N

A single C5H11N molecule (the ωB97M-V functional and the def2-TZVPD basis, the OMol25 dataset).

CARTESIAN COORDINATES (ANGSTROEM)
C (-2.992438, -0.198919, -0.950056)
C (-1.669224, 0.389408, -0.683775)
C (-0.798830, -0.241520, 0.059320)
C (0.510648, 0.495210, 0.329416)
N (1.671053, -0.450038, 0.210581)
C (2.929009, -0.084987, 1.010810)
H (-3.016606, -0.997775, -1.790939)
H (-3.810784, 0.265950, -1.328301)
H (-3.314819, -0.732846, -0.001801)
H (-1.631939, 1.401286, -1.066584)
H (-1.055118, -1.292552, 0.250169)
H (0.442055, 1.004167, 1.303500)
H (0.762581, 1.141088, -0.520486)
H (1.876958, -0.742974, -0.668310)
H (3.889408, -0.445933, 0.665644)
H (2.943706, -0.574300, 2.105337)
H (3.264338, 1.064738, 1.075477)

Atoms 1-3, force components in eV/Å:
C 0.4 -5.1 0.5
C -2.1 1.0 -0.9
C 1.2 0.6 -0.7

As for the total charge: 0. As for the energy relative to the best compared isomer or geometry (same formula, charge and spin): 283.14 kJ/mol. The value obtained for the HOMO energy is -8.43 eV. As for the multiplicity: 1. The LUMO energy comes out at 1.21 eV. The calculation puts the HOMO-LUMO gap at 0.3543 Ha. The SMILES is C/C=C/CNC.

***

Computed E_tot (Eh) in order:
-251.758533; -251.671611; -251.755524; -251.802527; -251.709899; -251.532157; -251.703806; -251.754688